The following is a DFT calculation (ωB97M-V with the def2-TZVPD basis set) of 10 unconnected molecules or ions with the total composition C13H46N12O10 at a distorted geometry.

Each line ends with the Löwdin charge.
Cartesian coordinates (Å):
N: 0.15342 3.79228 3.15620  0.16
C: -0.91008 4.30311 2.68476  -0.62
N: -0.77481 5.50480 2.26281  0.18
O: -2.07513 3.53849 2.46979  -0.12
H: 0.01549 2.90200 3.62286  0.13
H: 1.06294 4.21484 3.26526  0.12
H: -1.54401 5.94608 1.81904  0.12
H: 0.13022 6.03931 2.37927  0.16
N: 1.95943 2.16639 -0.03925  0.17
C: 1.55818 1.52095 -1.08795  -0.58
N: 1.85828 0.25245 -0.96543  0.14
O: 0.75481 2.00017 -2.11440  -0.10
H: 1.75562 3.12692 0.07949  0.12
H: 2.32794 1.74543 0.82304  0.08
H: 1.48472 -0.32169 -1.71356  0.11
H: 2.76777 -0.08518 -0.53733  0.09
N: -0.48802 1.29125 1.42997  0.14
C: -0.65756 -0.00366 1.58350  -0.61
N: 0.26318 -0.72863 0.98817  0.16
O: -1.63494 -0.56117 2.33428  -0.07
H: -1.10743 1.99925 1.85901  0.08
H: 0.08694 1.66656 0.62866  0.10
H: 0.19781 -1.72255 0.97218  0.05
H: 0.88880 -0.34341 0.24819  0.06
N: 0.58246 0.02871 -4.14854  0.14
C: -0.34986 -0.82744 -3.79053  -0.62
N: -0.74699 -0.64308 -2.58066  0.17
O: -0.83076 -1.77001 -4.70102  -0.15
H: 1.01898 -0.06668 -5.11951  0.16
H: 0.99539 0.67993 -3.51067  0.04
H: -1.63442 -1.09560 -2.39516  0.05
H: -0.58329 0.21441 -2.06878  0.09
N: 2.00101 1.39207 2.65687  0.14
C: 2.72647 0.45447 3.19359  -0.62
N: 2.65192 -0.65241 2.55176  0.13
O: 3.61830 0.63387 4.21041  -0.08
H: 2.11256 2.27324 3.11027  0.10
H: 1.07878 1.26625 2.21006  0.05
H: 3.21990 -1.45103 2.91786  0.17
H: 1.80057 -0.86632 2.05156  0.06
N: 5.43864 -1.59165 -1.20457  0.17
C: 4.51334 -1.76761 -0.30497  -0.63
N: 4.15916 -0.65112 0.22512  0.14
O: 3.91271 -2.94929 -0.16420  -0.04
H: 5.76931 -2.40347 -1.74183  0.14
H: 6.15586 -0.85965 -0.97178  0.15
H: 3.71712 -0.70706 1.16186  0.09
H: 4.50787 0.24275 0.01977  0.12
C: -1.62577 -3.49824 -0.94811  -0.07
C: -1.17397 -4.94088 -1.24934  -0.33
O: -0.52808 -5.47067 -0.14610  -0.07
H: -2.40415 -3.64383 -0.19339  0.09
H: -1.98473 -3.08000 -1.84968  0.04
H: -0.72752 -2.95197 -0.52153  0.07
H: -0.67722 -4.99544 -2.20837  0.11
H: -2.08285 -5.50378 -1.38339  0.10
H: 0.14250 -4.80434 0.04585  0.03
C: -1.92769 3.60344 -0.81074  -0.09
C: -3.33100 3.08458 -0.70615  -0.34
O: -4.26933 4.12544 -0.69565  -0.05
H: -1.21873 2.80902 -0.74487  0.02
H: -1.75855 4.37843 -0.02923  0.07
H: -1.70314 4.05969 -1.75753  0.07
H: -3.30110 2.48800 0.27489  0.12
H: -3.55423 2.46030 -1.55185  0.10
H: -5.10878 3.73211 -0.55619  0.07
C: -3.28750 -0.46387 -0.55942  -0.08
C: -4.19815 -0.96540 -1.67067  -0.29
O: -3.40758 -1.26283 -2.78422  -0.10
H: -2.64200 -1.30919 -0.29145  0.05
H: -3.81794 -0.24659 0.38023  0.09
H: -2.64708 0.37277 -0.77360  0.04
H: -4.85399 -0.23937 -2.01528  0.09
H: -4.74367 -1.85347 -1.36434  0.12
H: -4.04566 -1.59271 -3.42389  0.11
C: 0.88153 -3.61537 1.93014  -0.09
O: 1.34303 -3.35798 0.56220  -0.18
H: 1.33860 -2.87166 2.60484  0.07
H: 1.28773 -4.61322 2.15503  0.10
H: -0.17148 -3.59142 1.99372  0.08
H: 2.28993 -3.36884 0.53263  0.01

Cartesian forces (eV/Å) of the 2 atoms listed first:
N 3.5 -3.9 2.8
C -7.8 -3.9 -2.5

2S+1: 1
Charge: 0
Relative energy (zero: lowest compared OMol25 entry of this formula, charge and spin): 0.000 eV
Gap between HOMO and LUMO: 7.85 eV
SMILES: NC(N)=O.NC(N)=O.NC(N)=O.NC(N)=O.NC(N)=O.NC(N)=O.CCO.CCO.CCO.CO
LUMO level: -0.61 eV
HOMO level: -8.456 eV